{"formula": "C23H41FN7O4SSiTl", "method": "ωB97M-V with the def2-TZVPD basis set", "e_tot_ha": -2544.666497, "homo_energy_ha": -0.50991, "multiplicity": 1, "charge": 2, "largest_force_ev_per_a": 0.137, "elements": ["Tl", "C", "C", "N", "C", "C", "N", "C", "C", "N", "H", "H", "H", "H", "H", "H", "H", "H", "H", "H", "H", "H", "H", "H", "H", "C", "Si", "C", "C", "N", "C", "C", "C", "C", "C", "C", "F", "H", "H", "H", "H", "H", "H", "H", "H", "H", "H", "H", "H", "H", "C", "C", "S", "O", "O", "C", "C", "N", "C", "N", "C", "C", "N", "O", "O", "C", "H", "H", "H", "H", "H", "H", "H", "H", "H", "H", "H", "H", "H"], "positions_angstrom": [[-1.757843, -0.926692, -0.961367], [-4.674811, 0.422303, -1.800472], [-4.832818, 0.578897, -0.293428], [-3.602344, 0.243117, 0.447632], [-3.797784, -0.671132, 1.585833], [-4.277443, -2.051521, 1.147644], [-3.452834, -2.626685, 0.067846], [-4.202909, -3.141232, -1.092823], [-4.961784, -2.050499, -1.843573], [-4.121006, -0.888653, -2.179386], [-5.645715, 0.613141, -2.270825], [-3.984068, 1.183062, -2.174028], [-5.146786, 1.603253, -0.085800], [-5.644120, -0.054526, 0.064068], [-3.169219, 1.092588, 0.790241], [-2.835926, -0.759614, 2.097353], [-4.516485, -0.271866, 2.309965], [-4.281131, -2.704909, 2.021756], [-5.314174, -2.000477, 0.815544], [-2.894241, -3.382447, 0.445338], [-3.476916, -3.606667, -1.764192], [-4.918483, -3.918051, -0.802209], [-5.387684, -2.497664, -2.743604], [-5.815270, -1.716506, -1.253236], [-3.934768, -0.876203, -3.174409], [1.051415, -0.963356, -6.142302], [0.685259, -0.137058, -4.514446], [-1.042672, 0.534387, -4.450510], [1.904148, 1.175546, -4.022340], [0.689297, -1.584992, -3.419144], [1.650055, -2.302283, -2.992227], [3.078802, -2.081562, -3.230568], [3.999473, -2.964726, -2.784363], [3.580000, -4.105328, -2.048405], [2.250911, -4.391987, -1.761115], [1.308008, -3.519523, -2.232951], [0.044949, -3.742215, -2.012750], [0.988190, -0.215901, -6.936920], [0.330975, -1.749570, -6.370590], [2.054702, -1.392683, -6.169784], [-1.094789, 1.418035, -5.092372], [-1.323440, 0.852557, -3.444845], [-1.772601, -0.186760, -4.821985], [2.143769, 1.752101, -4.920595], [2.848511, 0.841457, -3.595575], [1.466779, 1.874120, -3.307296], [3.365199, -1.208204, -3.799427], [5.053290, -2.822813, -2.977965], [4.339661, -4.793508, -1.695131], [1.964584, -5.274109, -1.205894], [3.544916, 3.264624, 7.618282], [2.710680, 2.898399, 6.396114], [3.260289, 3.857541, 4.999726], [2.882367, 5.223544, 5.214925], [4.623033, 3.496622, 4.707377], [2.278940, 3.257144, 3.623956], [2.865086, 1.980097, 3.040617], [2.005403, 1.431281, 1.982190], [1.030711, 0.509162, 2.164006], [0.398366, 0.226204, 1.030718], [0.984300, 0.997034, 0.076342], [1.972747, 1.741942, 0.640862], [2.811442, 2.698563, -0.017795], [2.743691, 2.714222, -1.233820], [3.513005, 3.418595, 0.660551], [0.728185, -0.112773, 3.481275], [3.227242, 2.664466, 8.469028], [3.414818, 4.315426, 7.870071], [4.601226, 3.076194, 7.435570], [1.654843, 3.133385, 6.536964], [2.821365, 1.844661, 6.131426], [2.325002, 4.069354, 2.896995], [1.245779, 3.145440, 3.956448], [2.978418, 1.203628, 3.794683], [3.845645, 2.186702, 2.627990], [0.683851, 0.992455, -0.958629], [1.609766, -0.584305, 3.916684], [-0.033021, -0.874753, 3.337356], [0.353988, 0.622504, 4.195722]], "forces_ev_per_a": [[0.0, 0.0, 0.0], [0.0, 0.0, 0.0], [0.0, 0.0, 0.0], [0.0, 0.0, 0.0], [0.0, 0.0, 0.0], [0.0, 0.0, 0.0], [0.0, 0.0, 0.0], [0.0, 0.0, 0.0], [0.0, 0.0, 0.0], [0.0, 0.0, 0.1], [0.0, 0.0, 0.0], [0.0, 0.0, 0.0], [0.0, 0.0, 0.0], [0.0, 0.0, 0.0], [0.0, 0.0, 0.0], [0.0, 0.0, 0.0], [0.0, 0.0, 0.0], [0.0, 0.0, 0.0], [0.0, 0.0, 0.0], [0.0, 0.0, 0.0], [0.0, 0.0, 0.0], [0.0, 0.0, 0.0], [0.0, 0.0, 0.0], [0.0, 0.0, 0.0], [0.0, 0.0, 0.0], [0.0, 0.0, 0.0], [-0.1, 0.0, -0.1], [0.0, 0.0, -0.1], [0.0, 0.0, 0.0], [0.1, 0.0, 0.0], [0.0, -0.1, 0.0], [0.0, 0.0, 0.0], [0.0, 0.0, 0.0], [0.0, 0.0, 0.0], [0.0, 0.0, 0.0], [0.0, 0.0, 0.0], [0.0, 0.0, 0.0], [0.0, 0.0, 0.0], [0.0, 0.0, 0.0], [0.0, 0.0, 0.0], [0.0, 0.0, 0.0], [0.0, 0.0, 0.0], [0.0, 0.0, 0.0], [0.0, 0.0, 0.0], [0.0, 0.0, 0.0], [0.0, 0.0, 0.0], [0.0, 0.0, 0.0], [0.0, 0.0, 0.0], [0.0, 0.0, 0.0], [0.0, 0.0, 0.0], [0.0, 0.0, 0.0], [0.0, 0.0, 0.0], [0.0, 0.0, 0.0], [0.0, 0.0, 0.0], [0.0, 0.0, 0.0], [0.0, 0.0, 0.0], [0.0, 0.0, 0.0], [0.0, 0.1, 0.0], [0.0, 0.0, 0.0], [0.0, 0.0, 0.1], [0.0, -0.1, 0.0], [0.0, 0.0, 0.0], [0.0, 0.0, 0.0], [0.0, 0.0, 0.0], [0.0, 0.0, 0.0], [0.0, 0.0, 0.0], [0.0, 0.0, 0.0], [0.0, 0.0, 0.0], [0.0, 0.0, 0.0], [0.0, 0.0, 0.0], [0.0, 0.0, 0.0], [0.0, 0.0, 0.0], [0.0, 0.0, 0.0], [0.0, 0.0, 0.0], [0.0, 0.0, 0.0], [0.0, 0.0, 0.0], [0.0, 0.0, 0.0], [0.0, 0.0, 0.0], [0.0, 0.0, 0.0]]}